w) 20
Properties=species:S:1:pos:R:3 method="wB97M-V/def2-TZVPD" homo_energy_ev=-8.44 homo_lumo_gap_ev=9.3 smiles=CCC.CSC lumo_ha=0.03139
C 2.33 0.30 -0.03
C 3.31 1.00 -1.09
C 2.42 1.65 -2.09
H 1.34 1.08 0.18
H 2.67 0.23 0.84
H 1.89 -0.67 -0.42
H 3.99 1.72 -0.69
H 4.02 0.37 -1.51
H 1.74 0.99 -2.69
H 2.10 2.62 -1.84
H 2.96 2.00 -2.79
C -3.72 0.01 1.71
S -3.68 -1.61 2.42
C -2.72 -2.54 1.02
H -3.07 0.60 2.28
H -3.42 -0.07 0.55
H -4.70 0.46 2.01
H -1.67 -2.53 1.11
H -2.75 -1.96 0.20
H -3.03 -3.63 0.85


x) 20
Properties=species:S:1:pos:R:3 method="wB97M-V/def2-TZVPD" homo_energy_ev=-8.43 homo_lumo_gap_ev=9.5 smiles=CCC.CSC lumo_ha=0.03915
C 1.19 -1.88 0.43
C 1.64 -1.71 -1.03
C 2.93 -2.44 -1.41
H 0.71 -0.98 0.83
H 2.05 -1.89 1.11
H 0.48 -2.68 0.60
H 0.83 -2.12 -1.65
H 1.62 -0.64 -1.23
H 2.77 -3.38 -1.93
H 3.74 -1.83 -1.82
H 3.39 -2.67 -0.46
C -3.52 2.48 1.58
S -2.52 1.39 0.53
C -1.19 2.44 -0.14
H -2.97 3.24 2.12
H -4.29 2.89 0.93
H -4.01 1.81 2.29
H -1.37 2.63 -1.19
H -0.24 1.96 0.07
H -1.25 3.39 0.35


y) 20
Properties=species:S:1:pos:R:3 method="wB97M-V/def2-TZVPD" homo_energy_ev=-8.50 homo_lumo_gap_ev=9.4 smiles=CCSC.CC lumo_ha=0.03407
C 0.56 -0.61 -2.48
C 0.06 -1.20 -1.13
S 0.76 -2.77 -0.38
C 2.32 -2.14 0.28
H 1.40 -1.14 -3.00
H 0.86 0.42 -2.57
H -0.36 -0.73 -3.04
H 0.43 -0.35 -0.38
H -0.98 -1.26 -1.31
H 2.09 -1.42 1.08
H 2.99 -2.88 0.68
H 2.85 -1.52 -0.44
C -1.55 1.94 0.82
C -1.67 1.96 2.33
H -2.52 1.77 0.33
H -1.23 2.87 0.35
H -0.92 1.13 0.51
H -2.68 1.92 2.76
H -1.23 2.86 2.80
H -1.17 1.14 2.79


The energy of each structure relative to the most stable one, in eV, is as follows: w) 2.722; x) 0.000; y) 0.495.


w) 20
Properties=species:S:1:pos:R:3 method="wB97M-V/def2-TZVPD" homo_energy_ev=-8.40 homo_lumo_gap_ev=9.4 smiles=CCC.CSC lumo_ha=0.03690
C 0.29 2.80 0.60
C 0.36 1.28 0.35
C 1.82 0.97 -0.07
H -0.61 3.29 0.21
H 0.27 3.01 1.68
H 1.13 3.40 0.18
H 0.12 0.85 1.31
H -0.34 1.00 -0.44
H 1.98 -0.02 -0.48
H 2.66 1.14 0.62
H 2.09 1.70 -0.85
C -2.44 -2.11 -0.29
S -1.07 -1.72 0.80
C 0.27 -2.23 -0.37
H -2.51 -1.40 -1.12
H -2.27 -3.09 -0.73
H -3.37 -1.92 0.24
H 0.09 -1.65 -1.26
H 0.26 -3.31 -0.40
H 1.27 -1.97 0.00


x) 20
Properties=species:S:1:pos:R:3 method="wB97M-V/def2-TZVPD" homo_energy_ev=-8.59 homo_lumo_gap_ev=9.5 smiles=CCSC.CC lumo_ha=0.03362
C -0.67 -2.12 1.89
C 0.46 -1.97 0.82
S 0.24 -2.71 -0.78
C -0.77 -1.47 -1.70
H -1.60 -1.89 1.37
H -0.65 -1.42 2.76
H -0.68 -3.20 2.00
H 0.86 -0.94 0.98
H 1.25 -2.67 1.13
H -0.31 -0.50 -1.50
H -0.53 -1.83 -2.69
H -1.86 -1.50 -1.49
C 0.64 3.49 0.01
C 0.55 2.06 -0.69
H 1.56 3.73 0.44
H 0.41 4.16 -0.84
H -0.16 3.64 0.74
H 0.69 2.13 -1.78
H -0.50 1.65 -0.65
H 1.04 1.36 -0.01


y) 20
Properties=species:S:1:pos:R:3 method="wB97M-V/def2-TZVPD" homo_energy_ev=-8.42 homo_lumo_gap_ev=9.4 smiles=CCC.CSC lumo_ha=0.03656
C 0.65 -0.73 2.18
C 0.18 0.56 1.51
C 1.34 1.17 0.69
H 1.47 -1.13 1.47
H -0.10 -1.52 2.52
H 1.03 -0.56 3.18
H -0.08 1.18 2.37
H -0.53 0.38 0.76
H 1.43 2.32 0.73
H 2.30 0.98 1.12
H 1.56 0.63 -0.35
C -0.15 -1.45 -1.75
S -1.90 -1.00 -1.85
C -1.88 0.81 -1.82
H 0.19 -1.29 -0.70
H 0.35 -1.23 -2.67
H -0.16 -2.55 -1.81
H -2.45 1.09 -0.93
H -0.81 1.22 -1.94
H -2.45 1.14 -2.69


The energy of each structure relative to the most stable one, in eV, is as follows: w) 0.000; x) 0.524; y) 0.887.


w) 20
Properties=species:S:1:pos:R:3 method="wB97M-V/def2-TZVPD" homo_energy_ev=-8.53 homo_lumo_gap_ev=9.5 smiles=CCC.CSC lumo_ha=0.03699
C -2.32 0.03 1.23
C -1.95 0.44 -0.23
C -3.11 0.69 -1.16
H -1.41 0.19 1.80
H -3.08 0.70 1.63
H -2.74 -0.98 1.20
H -1.42 1.39 -0.15
H -1.31 -0.35 -0.62
H -2.81 1.19 -2.09
H -3.92 1.31 -0.78
H -3.58 -0.23 -1.55
C 2.55 -1.57 0.37
S 1.48 -0.14 0.51
C 1.97 0.71 -1.02
H 2.47 -2.13 -0.57
H 3.62 -1.37 0.50
H 2.31 -2.35 1.10
H 1.39 1.62 -0.98
H 1.77 0.07 -1.88
H 3.06 0.82 -1.04


x) 20
Properties=species:S:1:pos:R:3 method="wB97M-V/def2-TZVPD" homo_energy_ev=-8.37 homo_lumo_gap_ev=9.3 smiles=CCSC.CC lumo_ha=0.03326
C -0.78 -2.26 1.80
C 0.46 -2.02 0.90
S 0.15 -2.72 -0.82
C -0.72 -1.41 -1.78
H -1.72 -1.72 1.64
H -0.38 -2.12 2.87
H -0.94 -3.33 2.12
H 0.75 -0.89 0.61
H 1.23 -2.58 1.36
H -0.36 -0.46 -1.45
H -0.52 -1.35 -2.85
H -1.83 -1.43 -1.66
C 0.69 3.51 -0.01
C 0.47 2.06 -0.66
H 1.64 3.63 0.58
H 0.76 4.21 -0.82
H -0.17 3.60 0.61
H 0.60 1.91 -1.76
H -0.57 2.01 -0.45
H 1.22 1.36 -0.23


The energy of each structure relative to the most stable one, in eV, is as follows: w) 0.000; x) 1.439.


w) 25
Properties=species:S:1:pos:R:3 method="wB97M-V/def2-TZVPD" homo_energy_ev=-14.00 total_charge=+1 homo_lumo_gap_ev=11.5 smiles=CN[N+](C)(C)C(C)C lumo_ha=-0.09205
C -2.22 -1.04 0.72
N -1.51 -0.52 -0.43
N -0.43 0.37 -0.22
C -0.86 1.47 0.64
C -0.09 0.92 -1.55
C 0.96 -0.34 0.39
C 2.07 0.65 0.59
C 1.37 -1.53 -0.45
H -2.79 -0.24 1.20
H -2.93 -1.77 0.34
H -1.58 -1.53 1.47
H -1.23 -1.26 -1.06
H -0.91 1.17 1.68
H -0.18 2.32 0.55
H -1.85 1.79 0.31
H 0.16 0.11 -2.24
H -0.95 1.45 -1.95
H 0.75 1.60 -1.48
H 0.59 -0.69 1.36
H 2.55 0.94 -0.34
H 1.76 1.53 1.14
H 2.83 0.16 1.21
H 1.79 -1.25 -1.41
H 0.56 -2.24 -0.59
H 2.15 -2.06 0.10


x) 25
Properties=species:S:1:pos:R:3 method="wB97M-V/def2-TZVPD" homo_energy_ev=-13.56 total_charge=+1 homo_lumo_gap_ev=10.3 smiles=CC[C@H](C)NCC[NH3+] lumo_ha=-0.12082
C -2.36 -0.04 -0.23
C -1.34 0.70 -1.10
C -0.04 1.20 -0.39
C 0.50 2.37 -1.26
N 0.87 -0.03 -0.35
C 1.55 -0.16 0.96
C 1.05 -1.50 1.61
N 0.38 -2.44 0.66
H -3.25 -0.18 -0.82
H -2.62 0.49 0.70
H -2.07 -1.04 0.10
H -1.02 0.11 -1.97
H -1.76 1.65 -1.46
H -0.05 1.61 0.61
H -0.27 3.09 -1.54
H 1.02 2.02 -2.16
H 1.20 3.02 -0.71
H 1.56 0.14 -1.08
H 1.24 0.57 1.70
H 2.63 -0.20 1.01
H 0.24 -1.27 2.30
H 1.81 -2.06 2.17
H 1.02 -3.12 0.25
H -0.31 -3.03 1.12
H -0.02 -1.89 -0.13


The energy of each structure relative to the most stable one, in eV, is as follows: w) 0.481; x) 0.000.


w) 25
Properties=species:S:1:pos:R:3 method="wB97M-V/def2-TZVPD" homo_energy_ev=-13.39 total_charge=+1 homo_lumo_gap_ev=6.4 lumo_ha=-0.25608
N 1.38 0.15 -3.17
C -0.59 0.21 -0.51
C -0.72 1.32 0.41
C -1.59 2.49 -0.15
C 0.52 -0.79 -0.41
N 0.63 -1.45 0.87
C -0.52 -2.23 1.27
C 1.31 -0.77 1.96
H 0.66 0.63 -2.64
H 0.89 -0.25 -3.97
H 1.90 0.94 -3.54
H -1.55 -0.29 -0.66
H -1.22 1.03 1.35
H 0.29 1.62 0.71
H -1.29 2.72 -1.16
H -1.52 3.39 0.44
H -2.60 2.09 -0.18
H 0.58 -1.52 -1.21
H 1.45 -0.21 -0.48
H -0.19 -3.00 1.98
H -1.28 -1.71 1.86
H -0.96 -2.72 0.40
H 2.30 -1.15 2.22
H 1.41 0.29 1.73
H 0.69 -0.80 2.86


x) 25
Properties=species:S:1:pos:R:3 method="wB97M-V/def2-TZVPD" homo_energy_ev=-12.70 total_charge=+1 homo_lumo_gap_ev=5.1 lumo_ha=-0.27885
N 3.10 -0.26 -1.22
C 2.06 -0.31 -0.15
C 2.67 -0.34 1.23
C 1.20 0.90 -0.37
N -2.80 -0.63 -0.17
C -1.89 0.49 -0.39
C -2.19 1.68 0.57
C -2.10 -1.95 0.05
H 2.55 0.12 -2.00
H -3.32 -0.88 -1.00
H 3.68 0.57 -1.02
H 1.45 -1.22 -0.29
H 3.54 -1.00 1.20
H 3.03 0.65 1.57
H 2.02 -0.70 2.02
H 1.29 1.65 0.45
H 1.22 1.30 -1.38
H -1.99 0.91 -1.39
H -0.83 0.14 -0.26
H -1.83 2.58 0.07
H -3.26 1.74 0.69
H -1.68 1.48 1.50
H -2.88 -2.71 0.11
H -1.53 -1.94 0.98
H -1.50 -2.26 -0.83


The energy of each structure relative to the most stable one, in eV, is as follows: w) 0.000; x) 1.033.


w) 7
Properties=species:S:1:pos:R:3 method="wB97M-V/def2-TZVPD" homo_energy_ev=-8.92 homo_lumo_gap_ev=8.4 smiles="C#CC(O)=S" lumo_ha=-0.01884
C -1.24 1.12 -0.53
C -0.26 0.54 -0.11
C 0.80 -0.28 0.41
O 0.88 -1.54 0.05
S 1.91 0.42 1.41
H -2.16 1.59 -0.82
H 0.07 -1.85 -0.41


x) 7
Properties=species:S:1:pos:R:3 method="wB97M-V/def2-TZVPD" homo_energy_ev="-8.87 / -8.88" homo_lumo_gap_ev="6.7 / 6.6" smiles="C1=CC=1.O=S" lumo_ha="-0.08161 / -0.08289"
C -1.83 0.98 0.13
C -1.18 -0.26 0.35
C -0.59 0.64 -0.49
H -1.14 -1.19 0.67
H 0.37 0.74 -1.03
O 1.92 -0.38 0.88
S 2.45 -0.53 -0.51


The energy of each structure relative to the most stable one, in eV, is as follows: w) 0.000; x) 4.147.


w) 16
Properties=species:S:1:pos:R:3 method="wB97M-V/def2-TZVPD" homo_energy_ev=-9.07 homo_lumo_gap_ev=9.8 smiles="CNC(=O)CCS" lumo_ha=0.02851
C 2.51 0.50 -0.29
N 1.33 1.11 0.30
C -0.02 1.05 0.05
O -0.74 1.95 0.43
C -0.55 -0.31 -0.44
C -1.84 -0.61 0.28
S -2.21 -2.40 0.14
H 3.22 0.27 0.50
H 2.30 -0.40 -0.85
H 2.94 1.19 -1.02
H 1.55 1.74 1.05
H 0.25 -1.01 -0.17
H -0.65 -0.39 -1.51
H -1.92 -0.25 1.29
H -2.67 -0.13 -0.25
H -3.50 -2.31 0.50


x) 16
Properties=species:S:1:pos:R:3 method="wB97M-V/def2-TZVPD" homo_energy_ev=-9.24 homo_lumo_gap_ev=10.0 smiles="O=CNCCCS" lumo_ha=0.02708
O 2.87 1.76 -0.66
C 2.14 1.39 0.25
N 1.89 0.07 0.47
C 0.66 -0.65 0.71
C -0.70 0.11 0.44
C -1.37 -0.32 -0.87
S -3.14 -0.23 -1.01
H 1.46 2.11 0.75
H 2.51 -0.40 -0.17
H 0.52 -0.90 1.77
H 0.73 -1.56 0.10
H -0.46 1.17 0.54
H -1.38 0.05 1.30
H -1.20 -1.39 -0.95
H -0.90 0.29 -1.64
H -3.62 -1.49 -1.04


The energy of each structure relative to the most stable one, in eV, is as follows: w) 0.000; x) 0.837.


w) 16
Properties=species:S:1:pos:R:3 method="wB97M-V/def2-TZVPD" homo_energy_ev=-8.84 homo_lumo_gap_ev=9.6 smiles="CN[C@H](C=O)CS" lumo_ha=0.02925
C 1.44 -0.75 -1.52
N 1.02 -0.58 -0.12
C -0.11 0.27 0.12
C 0.33 1.44 1.08
O 1.04 1.21 2.02
C -1.24 -0.47 0.86
S -2.95 0.14 0.75
H 1.90 0.17 -1.88
H 2.09 -1.62 -1.57
H 0.55 -1.00 -2.10
H 1.80 -0.36 0.48
H -0.50 0.75 -0.79
H -0.04 2.46 0.86
H -1.14 -1.49 0.49
H -1.16 -0.40 1.94
H -3.03 0.23 -0.61


x) 16
Properties=species:S:1:pos:R:3 method="wB97M-V/def2-TZVPD" homo_energy_ev="-8.89 / -7.79" homo_lumo_gap_ev="8.3 / 7.9" lumo_ha="-0.02286 / 0.00297"
C -0.05 1.11 -0.21
C -0.64 -0.82 -1.77
C 1.72 -0.95 0.96
C -0.82 -0.09 -0.48
N -0.24 1.71 1.02
O 0.64 1.63 -1.08
S -2.04 -0.70 0.58
H -1.59 -0.91 -2.29
H 0.06 -0.26 -2.38
H -0.26 -1.83 -1.61
H 1.98 -0.12 1.58
H 2.23 -1.06 0.02
H 1.15 -1.76 1.35
H -0.30 1.12 1.84
H 0.35 2.52 1.14
H -2.18 0.40 1.32


The energy of each structure relative to the most stable one, in eV, is as follows: w) 0.000; x) 1.530.


w) 16
Properties=species:S:1:pos:R:3 method="wB97M-V/def2-TZVPD" homo_energy_ev=-9.27 homo_lumo_gap_ev=10.1 lumo_ha=0.03180
C -0.23 0.69 -0.96
C -0.31 0.54 1.29
C 0.82 0.57 0.12
C 1.68 -0.76 -0.06
N -1.30 -1.55 -0.27
O -2.81 0.50 0.09
S -1.50 -0.09 -0.04
H -0.52 1.67 -0.97
H 0.10 0.36 -1.93
H -0.24 -0.20 2.06
H -0.63 1.57 1.57
H 1.40 1.47 0.26
H 1.06 -1.53 -0.48
H 2.09 -0.86 0.94
H 2.45 -0.48 -0.81
H -2.06 -1.90 -0.81


x) 16
Properties=species:S:1:pos:R:3 method="wB97M-V/def2-TZVPD" homo_energy_ev=-9.09 homo_lumo_gap_ev=9.9 smiles="N[C@@H](C=O)CCS" lumo_ha=0.03132
N -1.07 -1.55 -0.19
C 0.28 -1.33 0.19
C 1.45 -1.95 -0.54
O 1.38 -2.28 -1.68
C 0.48 0.31 0.05
C -0.58 0.98 1.00
S -0.91 2.70 0.52
H -0.98 -1.22 -1.12
H -1.16 -2.49 -0.53
H 0.53 -1.51 1.31
H 2.57 -1.91 -0.15
H 1.52 0.50 0.44
H 0.26 0.27 -1.03
H -0.33 0.92 2.10
H -1.54 0.38 0.98
H 0.40 3.03 0.34


The energy of each structure relative to the most stable one, in eV, is as follows: w) 1.122; x) 0.000.


w) 16
Properties=species:S:1:pos:R:3 method="wB97M-V/def2-TZVPD" homo_energy_ev=-9.24 homo_lumo_gap_ev=9.8 smiles="N[C@H](C=O)CCS" lumo_ha=0.02186
N 0.95 1.42 -0.61
C 0.65 0.53 0.46
C 2.02 0.07 0.95
O 3.19 0.47 0.59
C -0.16 -0.73 0.02
C -1.56 -0.52 -0.56
S -2.76 -0.01 0.69
H 1.90 1.75 -0.70
H 0.87 0.93 -1.49
H 0.09 0.97 1.36
H 1.96 -0.88 1.56
H -0.15 -1.43 0.85
H 0.45 -1.21 -0.79
H -1.63 0.15 -1.45
H -1.93 -1.53 -0.89
H -3.89 0.02 0.03


x) 16
Properties=species:S:1:pos:R:3 method="wB97M-V/def2-TZVPD" homo_energy_ev=-8.21 homo_lumo_gap_ev=8.8 lumo_ha=0.02318
C -1.84 0.25 0.76
C 0.79 1.52 0.67
C 1.74 -1.49 -1.09
C 0.20 0.10 0.51
N -2.42 -0.41 -0.21
O -2.19 0.95 1.64
S 0.31 -0.39 -1.15
H 1.85 1.55 0.91
H 0.59 2.06 -0.32
H 0.10 2.20 1.40
H 2.05 -1.60 -2.12
H 1.26 -2.38 -0.62
H 2.47 -0.86 -0.36
H 0.30 -0.56 1.31
H -1.80 -0.64 -1.04
H -3.42 -0.29 -0.30


y) 16
Properties=species:S:1:pos:R:3 method="wB97M-V/def2-TZVPD" homo_energy_ev="-7.93 / -8.32" homo_lumo_gap_ev="7.0 / 8.7" lumo_ha="-0.03264 / 0.01427"
C 2.39 -1.04 -0.91
C -1.55 1.30 0.10
C -2.02 0.17 -0.79
C -1.26 -0.24 0.45
N 2.49 0.55 1.19
O 1.32 1.28 -1.11
S 1.52 0.15 -0.17
H 2.03 -1.51 -1.80
H 2.93 -1.81 -0.15
H -0.66 1.94 -0.10
H -2.33 1.81 0.73
H -3.06 -0.20 -0.86
H -1.51 -0.17 -1.75
H -1.47 -0.81 1.33
H 1.96 0.57 1.97
H 2.95 1.50 1.02


The energy of each structure relative to the most stable one, in eV, is as follows: w) 0.000; x) 0.781; y) 5.559.


w) 16
Properties=species:S:1:pos:R:3 method="wB97M-V/def2-TZVPD" homo_energy_ev=-8.63 homo_lumo_gap_ev=9.3 smiles="NC(=O)CCCS" lumo_ha=0.02640
N -0.28 0.47 2.45
C -0.73 0.27 1.16
O -1.57 0.94 0.60
C -0.05 -0.88 0.41
C 0.98 -0.30 -0.59
C 0.46 0.62 -1.70
S -1.05 0.26 -2.60
H -0.84 0.75 3.20
H 0.45 -0.18 2.70
H 0.46 -1.62 1.04
H -0.88 -1.39 -0.08
H 1.84 0.15 -0.11
H 1.32 -1.18 -1.16
H 0.37 1.63 -1.27
H 1.21 0.79 -2.47
H -1.69 -0.32 -1.58


x) 16
Properties=species:S:1:pos:R:3 method="wB97M-V/def2-TZVPD" homo_energy_ev=-9.54 homo_lumo_gap_ev=10.0 lumo_ha=0.01655
H -1.74 1.68 -0.96
N -0.87 1.35 -0.60
C -0.81 0.37 0.11
O -1.84 -0.41 0.56
S -3.46 -0.13 0.16
C 0.46 -0.27 0.55
C 1.55 0.84 0.61
C 1.10 -1.06 -0.63
H -3.78 -1.40 -0.14
H 0.20 -0.80 1.39
H 1.95 1.13 -0.33
H 2.49 0.66 1.17
H 1.02 1.70 1.04
H 1.00 -0.47 -1.48
H 0.53 -1.94 -0.76
H 2.21 -1.25 -0.67


The energy of each structure relative to the most stable one, in eV, is as follows: w) 0.000; x) 2.095.


w) 16
Properties=species:S:1:pos:R:3 method="wB97M-V/def2-TZVPD" homo_energy_ev=-9.12 homo_lumo_gap_ev=9.9 lumo_ha=0.02770
C -0.08 -0.44 0.03
C -0.25 -1.72 -0.71
C 0.92 -0.39 1.19
C 0.37 2.07 -0.47
N -0.45 0.88 -0.47
O -2.85 -0.33 -0.23
S -1.65 0.28 0.63
H 0.52 -2.58 -0.53
H -0.36 -1.54 -1.87
H -1.19 -2.03 -0.51
H 2.02 -0.47 0.78
H 0.61 -1.09 1.82
H 0.92 0.52 1.76
H 0.07 2.64 0.34
H 1.35 1.69 -0.45
H 0.04 2.50 -1.30


x) 16
Properties=species:S:1:pos:R:3 method="wB97M-V/def2-TZVPD" homo_energy_ev=-8.68 homo_lumo_gap_ev=5.9 lumo_ha=-0.10047
C 1.25 2.02 0.48
N 0.99 0.57 0.49
C -0.36 0.29 0.13
C -0.84 0.41 -1.23
S 0.39 -0.72 -2.07
C -1.21 -0.32 1.16
O -2.40 -0.30 1.24
H 0.88 2.52 -0.42
H 0.80 2.50 1.36
H 2.32 2.25 0.49
H 1.45 0.17 -0.33
H 0.19 -5.17 0.23
H -1.85 0.05 -1.48
H -0.76 1.37 -1.74
H -0.25 -4.92 -0.32
H -0.58 -0.73 2.00


y) 16
Properties=species:S:1:pos:R:3 method="wB97M-V/def2-TZVPD" homo_energy_ev=-8.25 homo_lumo_gap_ev=9.0 smiles="CC(C)OC(N)=S" lumo_ha=0.02561
C 1.06 0.81 -0.70
C -0.32 0.20 -0.46
C -1.41 1.25 -0.65
O -0.53 -0.16 0.94
C -0.10 -1.24 1.50
N 0.90 -1.87 0.78
S -0.70 -1.78 2.95
H 1.21 1.52 0.13
H 1.82 0.07 -0.68
H 1.04 1.32 -1.70
H -0.54 -0.73 -1.05
H -1.35 1.81 -1.60
H -2.41 0.83 -0.67
H -1.23 2.05 0.10
H 1.52 -2.45 1.33
H 1.04 -1.62 -0.21


The energy of each structure relative to the most stable one, in eV, is as follows: w) 3.155; x) 4.252; y) 0.000.